Entry 1:
The following is a quantum chemistry calculation of the molecule C2H4O2S, from the OMol25 dataset.

Structure (XYZ):
```
9
Properties=species:S:1:pos:R:3:nbo_charge:R:1
C -0.15729 0.29139 0.97937 -0.73
C -0.53803 0.51481 -0.39684 0.20
S -1.42616 1.71241 -0.99607 -0.02
O 0.00230 -0.34551 -1.32649 -0.24
O 0.70229 -1.45465 -0.74613 -0.46
H 0.90699 0.44750 0.83649 0.25
H -0.27532 -0.57560 1.60216 0.26
H -0.54753 1.20761 1.45834 0.25
H 1.33275 -1.79796 -1.41084 0.48
```

Net charge = 0
SMILES string = CC(=S)OO
Kohn-Sham gap = 9.42 eV
Multiplicity = 1
Relative energy (zero: lowest compared OMol25 entry of this formula, charge and spin) = 366.8 kJ/mol

Entry 2:
The following is a quantum chemistry calculation of the ion C3H7N2S2 with charge +1, from the OMol25 dataset.

Structure (XYZ):
```
14
Properties=species:S:1:pos:R:3:nbo_charge:R:1
N 2.20416 -0.84874 -0.19108 -0.69
C 1.88698 0.36678 0.16761 0.41
N 0.71920 0.88065 -0.03680 -0.52
C -0.56119 0.37733 -0.45820 -0.15
S -0.91210 -1.44988 -0.15475 0.14
C -1.67199 0.07057 0.44011 -0.48
S -3.28775 0.51998 -0.24884 0.05
H 3.05792 -1.09858 0.16803 0.42
H 1.49901 -1.63254 -0.47239 0.45
H 2.70747 0.88473 0.54347 0.24
H 0.48389 1.80613 0.20924 0.43
H -0.73518 0.73463 -1.49441 0.27
H -1.60077 0.14217 1.60754 0.28
H -3.78965 -0.75321 -0.07953 0.16
```

Net charge = +1
SMILES string = [NH2+]=CN[C@H]1S[C@@H]1S
Kohn-Sham gap = 9.40 eV
Multiplicity = 1
Relative energy (zero: lowest compared OMol25 entry of this formula, charge and spin) = 161.8 kJ/mol

Entry 3:
The following is a quantum chemistry calculation of a cluster of 9 separate species, C20H63N5O9 in total, from the OMol25 dataset.

Structure (XYZ):
```
97
Properties=species:S:1:pos:R:3:mulliken_spin:R:1
O -3.04183 -1.61947 -1.21278 0.00
H -3.37522 -1.55244 -0.31802 0.00
H -3.21701 -0.76138 -1.59908 0.00
O -1.23094 2.74900 1.46189 0.01
H -1.05803 2.03614 0.84694 0.00
H -0.46959 2.75547 2.04201 0.00
O -3.22388 1.13227 -2.05449 0.00
H -3.87954 1.82925 -2.07800 0.00
H -3.01820 0.96514 -2.97427 0.00
O -1.35834 0.62413 -0.06644 -0.01
H -1.70001 0.59509 -0.96011 0.00
H -0.76636 -0.12604 -0.01134 0.00
C 0.43251 -0.30014 -3.26837 0.00
C 0.68411 -1.07639 -4.52492 0.00
C 1.56514 -2.37225 -4.41421 0.00
O 1.51929 -2.93424 -5.64156 0.00
C 2.40030 -4.02388 -5.88664 0.00
N -0.63953 -1.52629 -4.91353 0.00
H -0.20888 0.57889 -3.33176 0.00
H 1.31914 0.18678 -2.86230 0.00
H -0.06694 -1.01392 -2.61326 0.00
H 1.00045 -0.39226 -5.31232 0.00
H 1.07060 -3.04505 -3.71360 0.00
H 2.58167 -2.02792 -4.22391 0.00
H 2.11587 -4.43771 -6.85409 0.00
H 2.35115 -4.83005 -5.15467 0.00
H 3.42662 -3.65757 -5.91087 0.00
H -0.42104 -2.40956 -5.35193 0.00
H -1.17037 -1.90999 -4.14472 0.00
C -0.97015 -3.02855 2.08598 0.00
C 0.14351 -2.91753 0.97785 0.00
C 0.45649 -4.18961 0.21615 0.00
O 1.40594 -3.95650 -0.84708 0.00
C 1.86153 -4.94317 -1.69471 0.00
N -0.15543 -1.85678 0.10354 0.00
H -1.87151 -3.59639 1.85527 0.00
H -1.37540 -2.03370 2.27078 0.01
H -0.55887 -3.45887 2.99909 0.00
H 1.10758 -2.67768 1.42634 0.00
H -0.52280 -4.61258 -0.00787 0.00
H 0.91671 -4.89686 0.90615 0.00
H 0.89227 -5.29180 -2.05119 0.00
H 2.55041 -5.71900 -1.36058 0.00
H 2.32349 -4.49027 -2.57196 0.00
H -0.94701 -2.16442 -0.44314 0.00
H 0.57915 -1.81427 -0.58834 0.00
C -2.53051 0.66198 4.92264 0.03
C -2.76046 0.21852 3.43658 0.02
C -3.59545 -1.04414 3.30281 0.02
O -4.07368 -1.26502 1.98626 0.00
C -5.43267 -1.66214 1.91805 0.00
N -3.40677 1.31922 2.72892 0.87
H -2.11989 -0.20844 5.43436 0.00
H -3.37076 1.13025 5.43528 0.00
H -1.77797 1.45029 4.94114 0.00
H -1.91894 0.07418 2.75901 0.07
H -4.39705 -0.75256 3.98142 0.00
H -3.01391 -1.86303 3.72629 0.00
H -5.72493 -1.80570 0.87782 0.00
H -6.16876 -1.10877 2.50120 0.00
H -5.54173 -2.62185 2.42319 0.00
H -3.93761 0.94469 1.95558 -0.01
H -2.75300 1.98407 2.34077 -0.03
C 1.75669 3.06466 -1.97412 0.00
C 0.60344 3.94994 -1.42631 0.00
C 0.46545 5.38868 -1.94924 0.00
O 1.61898 6.20855 -1.55880 0.00
C 1.75188 6.71468 -0.27881 0.00
N -0.57588 3.05383 -1.63747 0.00
H 1.60532 2.98681 -3.05075 0.00
H 1.85452 2.01328 -1.70370 0.00
H 2.62268 3.60679 -1.59430 0.00
H 0.66000 3.99059 -0.33853 0.00
H -0.38898 5.97249 -1.60688 0.00
H 0.28697 5.21609 -3.01059 0.00
H 1.99740 6.01771 0.52247 0.00
H 0.85111 7.24221 0.03494 0.00
H 2.56204 7.43938 -0.35978 0.00
H -0.51618 2.12960 -1.23455 0.00
H -1.25316 3.45639 -1.00554 0.00
C 1.92754 1.45743 1.30587 0.00
C 2.99341 1.58066 2.45395 0.00
C 3.57626 0.21085 2.95342 0.00
O 2.46945 -0.54144 3.41200 0.00
C 2.44806 -0.77104 4.77974 0.00
N 4.07563 2.46217 2.03340 0.00
H 1.15604 0.78055 1.67292 0.00
H 2.28605 0.95471 0.40763 0.00
H 1.57720 2.39858 0.88209 0.00
H 2.47892 2.02003 3.30856 0.00
H 4.41585 0.38533 3.62628 0.00
H 3.99022 -0.28633 2.07618 0.00
H 3.43264 -0.83574 5.24290 0.00
H 1.76863 -1.56716 5.08415 0.00
H 2.07859 0.17356 5.17887 0.00
H 4.70413 2.45667 2.82400 0.00
H 3.78647 3.42988 2.02832 0.00
```

Net charge = +1
⟨S²⟩ = 0.75
Kohn-Sham gap (spin up / spin down) = 8.61 / 3.47 eV
Multiplicity = 2
Relative energy (zero: lowest compared OMol25 entry of this formula, charge and spin) = 95.2 kJ/mol

Entry 4:
The following is a quantum chemistry calculation of a structure of composition C2H11NO2S2, from the OMol25 dataset.

Structure (XYZ):
```
18
Properties=species:S:1:pos:R:3:nbo_charge:R:1
N 0.04935 -0.28838 -2.67100 -0.84
C 1.04821 0.19012 -1.77303 -0.21
C 0.87524 -0.61432 -0.39987 -0.54
S 1.85138 0.00193 0.83436 0.10
S -1.61746 0.63623 -0.32148 -0.27
H -0.79242 0.09688 -2.30716 0.37
H 0.26135 0.08675 -3.58311 0.37
H 0.80296 1.19662 -1.39038 0.18
H 2.07176 -0.00583 -2.08480 0.21
H 1.02625 -1.65690 -0.56347 0.26
H -0.23845 -0.38229 -0.14708 0.21
H -1.51975 1.73967 0.41988 0.18
H -1.28462 -1.68028 1.35793 0.47
H -1.42973 -3.15723 1.26339 0.47
O -0.82947 -2.47412 1.55731 -0.94
H 0.15134 2.00722 2.98278 0.48
H 0.23320 0.97059 1.86374 0.45
O -0.38763 1.51819 2.35374 -0.94
```

Net charge = 0
Kohn-Sham gap = 5.87 eV
Multiplicity = 1
Relative energy (zero: lowest compared OMol25 entry of this formula, charge and spin) = 418.8 kJ/mol

Entry 5:
The following is a quantum chemistry calculation of a cluster of 9 separate species, C54H45F9 in total, from the OMol25 dataset.

Structure (XYZ):
```
108
Properties=species:S:1:pos:R:3:mulliken_charge:R:1
F -11.06731 -23.00339 12.94098 -0.33
C -10.29160 -22.88399 11.86386 0.24
C -10.73056 -22.13512 10.82127 0.09
C -9.90865 -22.03813 9.67382 -0.14
C -8.72053 -22.77888 9.55857 -0.90
C -8.36511 -23.60454 10.63164 -0.45
C -9.13277 -23.66141 11.79485 -0.93
H -11.62010 -21.50121 10.93240 0.61
H -10.32320 -21.44760 8.86220 0.46
H -8.10928 -22.75001 8.66245 0.46
H -7.45456 -24.16693 10.60810 0.47
H -8.76158 -24.20123 12.67326 0.47
F -12.01188 -19.96142 14.08078 -0.42
C -11.76995 -19.16011 13.00695 0.27
C -12.81635 -18.34961 12.51263 -0.53
C -12.56185 -17.56526 11.42558 -0.50
C -11.31812 -17.59483 10.80554 0.12
C -10.30082 -18.40067 11.30714 -0.38
C -10.53384 -19.13951 12.45563 -0.45
H -13.72976 -18.44546 13.06230 0.49
H -13.28133 -16.90818 10.98945 0.50
H -11.13859 -17.07606 9.89544 0.24
H -9.34570 -18.62808 10.78975 0.34
H -9.71630 -19.75404 12.83203 0.35
F -12.96913 -12.38597 8.35282 -0.35
C -12.45790 -13.61225 8.04674 0.29
C -11.18297 -13.98131 8.49396 -0.46
C -10.68239 -15.22684 8.18397 -0.70
C -11.45174 -16.11332 7.47491 0.07
C -12.67998 -15.67541 6.94108 -0.38
C -13.16210 -14.43005 7.21993 -0.59
H -10.67400 -13.26573 9.07746 0.53
H -9.68764 -15.44883 8.53535 0.50
H -11.06842 -17.11760 7.24628 0.38
H -13.33380 -16.31269 6.32372 0.31
H -14.10198 -14.09764 6.76511 0.39
F -12.58819 -23.30924 4.07890 0.01
C -12.60739 -24.19757 3.04733 0.58
C -13.47883 -25.24950 3.14734 -0.11
C -13.50062 -26.18034 2.17771 -0.89
C -12.73393 -25.99033 1.02643 -0.51
C -11.92862 -24.85561 0.89014 -0.50
C -11.81498 -23.96263 1.94274 -0.71
H -14.12952 -25.38865 4.00460 0.62
H -14.13254 -27.02542 2.27363 0.45
H -12.72185 -26.80252 0.27943 0.35
H -11.24075 -24.78978 0.09433 0.39
H -11.08599 -23.16649 1.81457 0.41
F -12.27550 -18.49636 5.64511 -0.28
C -12.52472 -19.50028 6.53241 0.06
C -12.12057 -20.74042 6.15579 -0.69
C -12.41913 -21.84392 6.97772 -0.18
C -13.02039 -21.59494 8.16507 -0.37
C -13.41586 -20.30239 8.53755 -0.84
C -13.22389 -19.24842 7.67421 -0.26
H -11.59986 -20.90385 5.23206 0.59
H -12.11189 -22.83353 6.73836 0.15
H -13.29984 -22.41526 8.82253 0.42
H -13.93414 -20.20209 9.45479 0.71
H -13.57999 -18.27658 7.90976 0.56
F -13.11532 -24.82564 7.83440 -0.23
C -11.84413 -25.22324 7.44159 0.63
C -11.75584 -25.65769 6.14751 -0.48
C -10.50300 -26.11986 5.72813 -0.46
C -9.42638 -26.09255 6.58145 -1.03
C -9.61145 -25.65199 7.90518 -0.19
C -10.81430 -25.20912 8.33094 -0.78
H -12.60709 -25.69117 5.51988 0.59
H -10.40632 -26.57946 4.75694 0.49
H -8.43344 -26.47316 6.37126 0.38
H -8.80837 -25.60316 8.55958 0.60
H -11.07190 -25.06788 9.35115 0.49
F -7.32776 -13.77896 2.55085 -0.32
C -8.40694 -14.45049 3.04066 0.39
C -9.42229 -13.68478 3.53082 -0.46
C -10.56465 -14.30276 4.02412 -0.28
C -10.66164 -15.70476 3.96435 -0.21
C -9.65028 -16.46470 3.33542 -0.52
C -8.52241 -15.82579 2.84786 -0.49
H -9.19244 -12.64025 3.71560 0.36
H -11.29280 -13.72935 4.57710 0.40
H -11.41494 -16.34404 4.40920 0.30
H -9.65410 -17.53513 3.22670 0.40
H -7.73421 -16.32150 2.35846 0.45
F -18.96896 -24.85503 4.20609 -0.34
C -18.02337 -24.38157 5.08338 0.69
C -16.84707 -23.91182 4.52107 -0.85
C -15.93869 -23.31968 5.39527 -0.09
C -16.27712 -23.14421 6.74208 -0.75
C -17.45058 -23.68585 7.21020 -0.03
C -18.33241 -24.32244 6.39763 -0.81
H -16.75408 -24.04316 3.43608 0.47
H -15.11079 -22.81718 4.93903 0.51
H -15.64773 -22.56190 7.37890 0.40
H -17.69731 -23.56935 8.23686 0.39
H -19.31220 -24.68772 6.76553 0.39
F -15.34187 -23.47536 9.83229 -0.20
C -15.45680 -22.79753 10.95069 0.47
C -14.32941 -22.83084 11.80457 -0.22
C -14.30170 -22.01412 12.93374 -0.35
C -15.40552 -21.21136 13.20374 -0.71
C -16.51180 -21.21721 12.35984 -0.54
C -16.54242 -21.97417 11.18802 -0.68
H -13.50937 -23.49896 11.55463 0.47
H -13.39378 -22.06201 13.54486 0.43
H -15.45977 -20.64400 14.13657 0.45
H -17.41393 -20.66624 12.53690 0.42
H -17.49861 -22.07976 10.70704 0.46
```

Net charge = 0
SMILES string = Fc1ccccc1.Fc1ccccc1.Fc1ccccc1.Fc1ccccc1.Fc1ccccc1.Fc1ccccc1.Fc1ccccc1.Fc1ccccc1.Fc1ccccc1
Kohn-Sham gap = 9.61 eV
Multiplicity = 1
Relative energy (zero: lowest compared OMol25 entry of this formula, charge and spin) = 140.4 kJ/mol

Q: What is the relative energy (zero: lowest compared OMol25 entry of this formula, charge and spin) in the fifth record?
A: 140.4 kJ/mol